3
Properties=species:S:1:pos:R:3:forces:R:3 method="wB97M-V/def2-TZVPD" gap_ha="0.2528 / 0.2064" charge=0 relative_energy_kj_mol=0.0
P -0.9044 0.9307 0.0000 0.9 -2.4 0.0
S -1.4325 -0.8957 0.0000 0.2 1.8 0.0
Br 2.3368 -0.0350 0.0000 -1.2 0.5 0.0

---

53
Properties=species:S:1:pos:R:3:forces:R:3 method="wB97M-V/def2-TZVPD" multiplicity=3 gap_ha="0.3244 / 0.3347" s2=2.004 charge=-1 relative_energy_kj_mol=0.0
Ni 0.8744 0.4017 0.2118 -0.4 1.5 0.0
O 2.9873 -1.8568 2.0283 0.4 -0.5 -0.1
C 4.1026 -0.9881 1.9022 -2.1 0.8 0.5
C 3.7780 0.3240 1.1567 1.0 1.0 1.2
N 3.0461 0.2870 -0.1024 -0.6 -0.4 0.5
C 3.1109 -0.9711 -0.8549 1.3 -1.0 1.1
C 1.7990 -1.2351 -1.5758 1.1 0.1 0.0
O 1.8303 -1.4427 -2.7772 -0.7 -0.4 -0.4
O 0.7720 -1.1849 -0.8104 -0.6 -1.0 -1.0
C 3.4581 1.4282 -0.9076 -0.3 -0.5 -0.5
C 2.3793 1.7761 -1.9438 -0.5 0.3 0.0
O 2.7104 2.2506 -3.0138 0.2 0.1 -0.1
O 1.1578 1.5270 -1.5771 0.7 -0.1 0.5
H 2.1226 -1.3975 2.1118 0.2 0.4 0.0
H 4.8551 -1.5559 1.3839 0.6 -0.1 -0.1
H 4.4104 -0.6946 2.9237 0.4 -0.1 -0.5
H 4.7517 0.8595 1.0377 -0.2 -0.6 -0.2
H 3.2314 1.0590 1.7867 0.1 -0.8 0.1
H 3.2378 -1.7903 -0.0651 -0.2 0.9 -1.4
H 3.9811 -0.9448 -1.5469 -0.6 -0.2 0.2
H 4.3605 1.1549 -1.4608 0.1 0.2 0.0
H 3.7094 2.2346 -0.2255 -0.3 0.4 -0.2
Br -4.4815 -1.6135 0.7459 0.2 -0.2 0.3
C -3.4484 -1.1066 2.3018 -0.4 0.2 -1.6
C -4.1379 -0.7368 3.4183 0.0 0.6 0.8
C -3.4254 -0.1712 4.4669 0.8 -0.5 0.5
C -2.0429 -0.0198 4.3819 -0.3 0.1 -1.2
C -1.3847 -0.3278 3.1489 -0.8 -0.3 1.4
C -2.0894 -0.8948 2.1090 -0.1 -0.8 0.3
C 0.0722 -0.0871 2.9910 0.8 1.4 1.0
O 0.6274 0.6070 3.8429 0.0 -0.3 -0.1
O 0.6596 -0.5631 1.9554 0.0 -0.3 -0.5
H -5.2033 -0.7925 3.5573 -0.2 -0.3 -0.5
H -3.9591 0.0526 5.3902 0.2 0.1 -0.2
H -1.5041 0.3710 5.2339 0.3 0.0 -0.3
H -1.5456 -1.2852 1.2411 -0.4 0.5 0.3
O -2.7014 2.2355 -0.8683 0.5 -0.7 0.1
C -1.8770 1.3378 -0.7025 0.9 0.1 1.0
O -0.9338 1.2924 0.2095 -1.2 0.0 -1.1
C -1.8967 0.0636 -1.6119 -1.0 -0.5 1.6
N -0.8242 0.1672 -2.6525 -0.1 -1.0 0.9
C -1.5577 0.4164 -3.9470 0.7 -2.0 0.0
C -2.9681 0.8163 -3.5887 0.1 -0.3 1.6
C -3.2067 -0.1343 -2.3941 0.5 0.3 -0.3
H -1.7131 -0.8041 -0.9243 0.2 0.8 -0.9
H -0.2852 -0.7342 -2.5053 -0.4 0.8 -1.1
H -0.0706 0.8594 -2.3921 -0.2 0.3 -0.1
H -1.5970 -0.6144 -4.3983 -0.1 1.1 0.0
H -0.9625 1.0407 -4.5702 0.3 0.6 -0.4
H -3.6175 0.5996 -4.3847 -0.9 -0.2 -1.2
H -3.1679 1.8305 -3.2123 0.6 -0.2 -0.3
H -3.3482 -1.1865 -2.6989 0.3 0.3 0.0
H -4.0756 0.1412 -1.8242 -0.2 0.2 0.4

---

223
Properties=species:S:1:pos:R:3:forces:R:3 method="wB97M-V/def2-TZVPD" gap_ha=0.2867 smiles="CN(C)P(=O)(N(C)C)N(C)C.CN(C)P(=O)(N(C)C)N(C)C.CN(C)P(=O)(N(C)C)N(C)C.CN(C)P(=O)(N(C)C)N(C)C.CN(C)P(=O)(N(C)C)N(C)C.CN(C)P(=O)(N(C)C)N(C)C.CN(C)P(=O)(N(C)C)N(C)C.O=C1CCCO1.ClCCCl" charge=0 relative_energy_kj_mol=0.0
Cl 8.5994 1.2779 -2.0828 0.1 0.0 0.0
C 7.1267 0.4646 -1.5194 -0.7 -0.1 0.5
C 6.7564 -0.6028 -2.5244 0.9 -0.1 -0.5
Cl 5.3290 -1.5826 -2.1171 0.2 0.2 -0.1
H 6.3405 1.2104 -1.4075 0.0 0.1 -0.2
H 7.2977 0.0559 -0.5248 0.2 -0.1 -0.1
H 7.5867 -1.2998 -2.6250 -0.1 -0.1 0.1
H 6.6479 -0.1384 -3.5035 -0.4 -0.1 0.0
O -5.5757 3.4218 4.3803 -0.3 -0.3 0.2
P -5.5630 2.0892 5.0189 0.7 -0.1 1.0
N -7.0294 1.6516 5.7214 0.4 0.1 -1.1
C -7.8433 2.6657 6.3725 0.0 -0.2 0.2
C -7.2709 0.3011 6.2261 0.4 0.7 0.0
N -4.3857 2.0669 6.2635 -0.6 -0.4 -1.2
C -4.2798 3.2436 7.0879 -0.1 0.2 0.5
C -4.0649 0.8182 6.9593 0.2 0.6 -0.7
N -5.1338 0.7620 4.0588 -0.6 0.2 0.1
C -3.8180 0.8021 3.4380 0.0 0.3 -0.2
C -6.1861 0.2020 3.1897 -0.1 0.8 0.2
H -7.5153 2.8412 7.4049 -0.2 -0.2 0.1
H -8.8513 2.2461 6.3557 -0.2 0.4 0.3
H -7.8356 3.6436 5.8960 0.1 -0.2 -0.4
H -7.0407 0.2847 7.2965 0.0 -0.4 0.0
H -6.6307 -0.3880 5.6807 -0.1 -0.2 0.2
H -8.3179 0.0281 6.0822 0.0 0.0 0.0
H -5.0461 3.2591 7.8788 0.0 0.0 0.0
H -3.3121 3.2344 7.5984 0.0 0.1 -0.1
H -4.3966 4.1648 6.5205 0.1 -0.1 -0.2
H -2.9763 0.7455 6.9693 0.1 -0.3 0.3
H -4.4468 0.7939 7.9828 -0.1 -0.1 0.0
H -4.4557 -0.0045 6.3701 0.0 -0.2 0.2
H -3.0965 1.1324 4.1837 0.2 -0.3 -0.1
H -3.5826 -0.1660 2.9932 0.1 -0.2 0.5
H -3.7517 1.4910 2.5853 -0.3 0.3 0.1
H -6.4053 -0.8437 3.4058 0.1 0.0 0.1
H -5.9337 0.2997 2.1328 0.2 0.0 0.0
H -7.0803 0.8089 3.3380 -0.2 -0.3 -0.1
O 3.5814 -7.6943 0.8352 0.6 0.4 -0.1
P 3.4282 -6.3089 0.3319 -0.2 -0.6 -0.3
N 4.0632 -5.1565 1.3945 -1.0 -0.1 -0.1
C 5.3193 -5.4319 2.0528 0.8 -0.7 -0.6
C 3.6367 -3.7479 1.4066 -0.3 -0.8 0.1
N 1.8358 -5.9423 -0.0564 -0.2 0.9 1.1
C 1.1402 -6.4606 -1.2409 1.6 -0.2 0.5
C 0.9290 -5.7076 1.0773 0.5 0.1 0.3
N 4.2144 -6.0747 -1.1164 -0.1 -0.6 -1.8
C 4.1678 -4.7941 -1.8329 -0.5 -0.5 1.2
C 5.4028 -6.8973 -1.4305 -0.2 0.8 1.3
H 6.1669 -5.1004 1.4332 0.0 0.7 0.3
H 5.5629 -6.4956 2.1143 -0.7 -0.1 0.2
H 5.3494 -5.0097 3.0562 0.1 0.1 0.0
H 2.7489 -3.6462 2.0302 -0.1 0.2 -0.2
H 3.4174 -3.4227 0.3908 -0.1 0.3 0.1
H 4.3946 -3.1086 1.8580 0.3 -0.1 -0.2
H 1.0124 -7.5415 -1.1375 -0.2 -0.1 -0.2
H 0.1779 -5.9720 -1.3821 0.0 0.2 0.1
H 1.8350 -6.2634 -2.0597 -0.4 -0.3 -0.1
H 1.4945 -5.6909 2.0130 0.1 0.4 -0.1
H 0.4296 -4.7518 0.9127 -0.2 0.0 0.3
H 0.2003 -6.4989 1.2768 0.0 -0.1 -0.6
H 4.5320 -4.9014 -2.8525 0.2 0.0 0.0
H 3.1272 -4.4643 -1.8786 0.1 0.2 0.0
H 4.7383 -4.0667 -1.2532 0.2 0.3 -0.5
H 5.8100 -6.6330 -2.4029 -0.3 -0.2 -0.2
H 5.1671 -7.9515 -1.3200 0.1 0.0 -0.1
H 6.1590 -6.6093 -0.6901 0.4 -0.5 -0.2
O 1.1283 -2.0156 1.3293 -0.9 0.2 -0.7
P 1.1355 -0.9030 0.3507 0.5 0.5 -0.7
N 1.5144 -1.3796 -1.2269 0.5 0.5 0.9
C 1.9480 -0.4281 -2.2491 -0.3 0.0 0.2
C 1.0277 -2.6548 -1.7577 -0.1 0.5 0.8
N 2.2856 0.2477 0.6987 0.3 1.3 -0.8
C 3.7063 -0.0394 0.5116 -0.6 -0.3 0.0
C 2.0882 1.3079 1.6792 -1.3 -0.6 0.6
N -0.2807 -0.0084 0.2229 -0.3 0.0 1.3
C -1.5253 -0.6317 0.6610 -0.3 0.1 -0.4
C -0.4194 1.2421 -0.5135 1.8 -0.6 -0.8
H 2.0958 0.5895 -1.8851 0.3 -0.2 0.5
H 1.1833 -0.2747 -3.0179 0.1 -0.5 -0.3
H 2.8929 -0.8080 -2.6394 -0.1 0.3 -0.5
H 1.2169 -3.4428 -1.0261 0.1 -0.1 -0.2
H 1.5727 -2.8351 -2.6850 -0.2 -0.3 -0.1
H -0.0505 -2.6060 -1.9197 0.0 -0.3 -0.3
H 4.2212 0.8971 0.2842 0.1 -0.1 -0.2
H 4.1563 -0.4521 1.4219 0.0 -0.1 0.0
H 3.7944 -0.7488 -0.3076 0.3 0.1 0.2
H 1.1027 1.7792 1.6263 -0.1 -0.4 -0.2
H 2.1352 0.8301 2.6633 0.3 0.6 0.3
H 2.7528 2.1646 1.5843 0.6 -0.5 -0.1
H -1.3334 -1.3658 1.4403 0.0 -0.1 -0.1
H -2.2294 0.1145 1.0412 0.2 0.1 0.2
H -2.0530 -1.0975 -0.1800 0.1 -0.3 0.0
H -1.3981 1.6877 -0.3818 0.0 0.0 0.0
H -0.1559 1.0935 -1.5685 -0.9 -0.2 -0.3
H 0.3988 1.9367 -0.2880 -0.4 0.2 0.7
O -1.2027 4.6355 -6.1009 -0.3 -0.1 -0.4
P -1.2736 5.4850 -4.9095 0.9 1.8 1.9
N -0.7263 4.7678 -3.4392 -0.9 0.1 -0.2
C -1.6551 3.7355 -2.9971 -0.9 -0.1 0.0
C 0.6544 4.2951 -3.4622 0.7 0.9 -1.5
N -2.8089 6.1045 -4.5908 -0.2 -1.0 -0.3
C -3.2248 6.6122 -3.2893 1.2 -0.3 0.1
C -3.9171 5.7355 -5.4884 0.3 -0.2 0.1
N -0.2510 6.8339 -4.9571 0.6 -0.8 -0.5
C 0.0108 7.6913 -3.8161 -0.4 0.1 -0.1
C -0.2404 7.5351 -6.2295 -0.2 -0.7 -0.9
H -2.5966 4.1468 -2.6186 0.3 0.3 0.1
H -1.2077 3.1700 -2.1816 0.0 -0.1 -0.2
H -1.9987 3.0817 -3.8116 0.5 -0.3 0.1
H 1.3297 5.1551 -3.4534 -0.2 0.0 0.3
H 0.8746 3.8473 -4.4409 0.0 -0.5 0.2
H 0.9520 3.6190 -2.6638 -0.5 0.0 0.2
H -2.3248 6.7925 -2.6966 -0.1 0.4 -0.1
H -3.7849 7.5364 -3.4120 -0.1 0.0 0.2
H -3.7491 5.8645 -2.6853 -0.5 0.1 -0.3
H -3.9091 4.6701 -5.7234 0.0 0.0 0.0
H -4.8608 5.9508 -4.9902 0.0 0.1 0.0
H -3.8690 6.2876 -6.4264 0.0 0.0 0.0
H -0.7571 8.4768 -3.8165 0.1 0.1 0.5
H 0.0062 7.1114 -2.8976 -0.2 0.1 0.0
H 0.9891 8.1706 -3.8796 0.0 -0.1 -0.2
H -1.1841 8.0568 -6.4323 0.0 0.2 0.1
H -0.1012 6.7876 -7.0148 -0.2 0.1 0.0
H 0.5837 8.2318 -6.3843 0.1 0.1 0.6
O 2.1660 8.3977 -1.0264 0.3 -0.9 0.6
P 2.0630 7.3669 0.0439 0.2 -0.1 0.7
N 0.4793 7.1184 0.6370 1.5 -0.6 0.3
C -0.0613 8.0121 1.6609 0.6 0.6 -0.8
C -0.5041 6.6017 -0.3013 0.2 0.3 0.3
N 3.0522 7.6977 1.3780 -1.5 0.7 -0.4
C 2.9659 6.9396 2.6167 0.8 0.2 -0.5
C 4.0060 8.7865 1.3421 0.1 0.0 0.6
N 2.6252 5.8450 -0.4121 -0.6 1.0 -0.7
C 2.3868 4.6017 0.2805 -0.6 0.3 0.1
C 3.4630 5.7147 -1.6069 -0.5 -1.3 0.3
H 0.7229 8.2257 2.3850 -0.2 -0.2 0.2
H -0.9608 7.6072 2.1193 0.1 -0.2 0.1
H -0.3113 8.9797 1.2098 -0.2 0.0 0.0
H -0.9565 7.4540 -0.8202 -0.3 -0.3 -0.2
H -1.2525 6.0343 0.2578 -0.2 0.1 -0.1
H -0.0458 5.9251 -1.0234 0.0 0.1 0.0
H 3.9506 6.4931 2.7991 -0.1 -0.4 0.0
H 2.7848 7.5553 3.5029 -0.4 0.2 -0.1
H 2.1988 6.1796 2.5017 0.0 -0.1 0.3
H 3.7926 9.5399 2.1102 -0.1 0.0 0.0
H 4.9939 8.3829 1.5910 0.1 0.1 -0.2
H 4.0184 9.2844 0.3769 0.0 -0.2 -0.1
H 3.1508 4.3115 1.0097 0.4 0.0 -0.3
H 1.4681 4.6579 0.8693 -0.1 0.0 -0.2
H 2.2625 3.8297 -0.4845 0.1 -0.3 0.2
H 2.9337 5.0009 -2.2496 0.2 0.2 -0.3
H 4.3879 5.1941 -1.3413 0.3 0.4 0.0
H 3.6490 6.6315 -2.1539 -0.1 0.2 0.3
O -0.0547 -4.1013 7.1411 -0.4 0.3 -0.6
P -1.1121 -3.1929 6.6349 -0.4 -0.3 0.2
N -2.6384 -3.9244 6.6947 0.1 0.0 0.4
C -2.7591 -5.2367 6.0462 -0.5 0.5 -0.4
C -3.8542 -3.1618 6.5402 -0.6 0.8 -0.6
N -0.9013 -2.6978 5.0611 1.0 0.4 0.5
C -1.7528 -1.7092 4.3882 0.9 -0.6 0.8
C 0.3621 -2.9788 4.3891 0.3 -0.5 -0.5
N -1.3254 -1.7917 7.5403 -0.4 0.0 -0.5
C -1.6523 -1.9974 8.9421 -0.1 -0.1 0.7
C -0.3817 -0.6971 7.3264 0.4 -0.3 0.6
H -1.7961 -5.6304 5.7346 0.1 -0.2 0.4
H -3.3710 -5.1303 5.1414 0.2 0.1 -0.2
H -3.3439 -5.9235 6.6584 0.4 -0.2 0.3
H -4.0216 -2.8358 5.5032 0.2 0.0 -0.2
H -3.8930 -2.2497 7.1296 0.3 0.0 0.3
H -4.7814 -3.6987 6.7606 0.4 -0.5 0.4
H -2.3419 -1.1898 5.1422 -0.6 -0.3 -0.2
H -1.1210 -0.9218 3.9660 0.0 -0.2 -0.3
H -2.2900 -2.2654 3.6189 -0.5 0.6 -0.1
H 1.1258 -3.3874 5.0493 -0.3 0.0 0.3
H 0.2137 -3.7267 3.6040 0.0 0.1 -0.1
H 0.7920 -2.1052 3.8937 -0.2 0.2 0.1
H -2.7181 -2.1688 9.1150 0.0 0.0 -0.2
H -1.1252 -2.8442 9.3931 0.1 0.0 -0.2
H -1.3693 -1.1163 9.5196 0.0 0.1 -0.1
H -0.7870 0.2418 7.7087 -0.3 0.0 -0.3
H -0.0915 -0.6267 6.2806 -0.1 0.1 0.0
H 0.5220 -0.8543 7.9284 0.2 -0.1 -0.2
O -1.5883 -4.7057 -2.5902 0.3 -0.4 -0.2
P -1.7074 -4.4163 -4.0307 -0.9 -0.1 -1.3
N -2.0574 -2.8259 -4.3972 0.6 -0.5 -0.6
C -0.9889 -1.8662 -4.5842 0.1 0.7 0.9
C -3.2921 -2.2188 -3.9766 -0.5 1.1 -0.3
N -2.9781 -5.2661 -4.7803 0.0 0.2 0.7
C -3.0112 -6.6792 -4.4335 -0.3 -0.3 0.8
C -3.5524 -4.9284 -6.0768 0.6 0.4 0.2
N -0.3451 -4.7949 -4.9338 -0.3 0.6 0.9
C 0.7582 -5.4705 -4.2842 -0.6 -1.2 0.2
C -0.2820 -4.7291 -6.3710 0.6 0.9 -0.3
H -0.7750 -1.3837 -3.6206 0.1 -0.1 0.1
H -1.2812 -1.0148 -5.2064 -0.1 -0.4 -0.5
H -0.0548 -2.3110 -4.9164 -0.2 -0.1 -0.2
H -4.0005 -2.9099 -3.5291 0.1 -0.1 -0.1
H -3.7402 -1.6797 -4.8237 -0.3 -0.5 -0.1
H -3.1414 -1.3711 -3.2928 0.3 -0.4 0.5
H -3.0065 -6.8183 -3.3497 0.6 0.3 0.0
H -3.9634 -7.1647 -4.6615 0.0 0.3 -0.7
H -2.1868 -7.2494 -4.8706 0.0 -0.1 -0.1
H -4.4973 -5.4555 -6.1906 -0.1 0.2 0.0
H -3.6649 -3.8448 -6.1213 -0.4 -0.1 0.0
H -2.9116 -5.1774 -6.9291 0.0 -0.3 0.0
H 1.7010 -5.2702 -4.7927 0.1 0.3 0.3
H 0.7516 -5.3188 -3.2054 0.2 0.8 -0.5
H 0.5960 -6.5607 -4.3188 0.2 0.0 -0.3
H -0.9966 -4.0364 -6.8151 -0.5 -0.3 0.3
H -0.3106 -5.7002 -6.8699 -0.1 -0.1 0.0
H 0.6524 -4.2206 -6.6490 0.3 -0.4 0.0
O 6.0869 -4.7901 -5.8313 0.1 -0.6 -0.2
C 5.2722 -3.9371 -5.9703 1.1 0.8 1.2
O 5.5553 -2.6569 -5.5059 -0.6 -0.6 0.1
C 4.4433 -1.8132 -5.8125 0.3 0.6 -0.6
C 3.2469 -2.7332 -5.9811 0.2 0.1 -1.2
C 3.9090 -3.9872 -6.5767 -0.2 0.7 0.6
H 4.7369 -1.3144 -6.7454 -0.5 -0.1 -0.2
H 4.2939 -0.9867 -5.1161 0.3 -0.5 0.5
H 2.5576 -2.2711 -6.6888 -0.3 -0.1 0.3
H 2.7438 -3.0004 -5.0530 0.0 0.2 0.1
H 4.1173 -3.9147 -7.6464 -0.6 -0.2 -0.1
H 3.3793 -4.8762 -6.2504 0.2 -0.3 -0.6

---

9
Properties=species:S:1:pos:R:3:forces:R:3 method="wB97M-V/def2-TZVPD" gap_ha=0.3744 charge=0 relative_energy_kj_mol=168.5
C -0.9278 -0.0628 -1.0737 -0.1 -0.3 0.1
C -0.1352 -0.2285 1.2968 0.0 0.1 0.5
C -0.0288 0.4043 -0.0590 -0.5 4.5 -0.9
N -1.6291 -0.3777 -1.9191 -0.4 -0.2 -0.4
O -0.8397 -1.1608 1.5464 -0.1 0.0 -0.1
S 1.7146 0.3267 -0.6049 -0.1 0.3 0.1
H 0.5600 0.2121 2.0345 -0.1 0.0 0.0
H -0.3485 1.7890 -0.1019 1.2 -4.2 0.7
H 1.6344 -0.9023 -1.1191 0.0 -0.2 0.0

---

Repeat the fourth record exactly.
9
Properties=species:S:1:pos:R:3:forces:R:3 method="wB97M-V/def2-TZVPD" gap_ha=0.3744 charge=0 relative_energy_kj_mol=168.5
C -0.9278 -0.0628 -1.0737 -0.1 -0.3 0.1
C -0.1352 -0.2285 1.2968 0.0 0.1 0.5
C -0.0288 0.4043 -0.0590 -0.5 4.5 -0.9
N -1.6291 -0.3777 -1.9191 -0.4 -0.2 -0.4
O -0.8397 -1.1608 1.5464 -0.1 0.0 -0.1
S 1.7146 0.3267 -0.6049 -0.1 0.3 0.1
H 0.5600 0.2121 2.0345 -0.1 0.0 0.0
H -0.3485 1.7890 -0.1019 1.2 -4.2 0.7
H 1.6344 -0.9023 -1.1191 0.0 -0.2 0.0